Computed, not measured: a 8-piece molecular cluster, C30H83N7O9 overall, with the ωB97M-V functional and the def2-TZVPD basis.

XYZ file:
```
129
Properties=species:S:1:pos:R:3:forces:R:3:mulliken_charge:R:1
C -1.29344 -4.17349 8.79946 -0.03 0.83 0.49 -0.726
O -0.48305 -3.18006 8.13671 -0.39 -0.82 0.51 -0.364
C -1.26083 -2.07213 7.68316 0.54 -1.24 -1.32 -0.748
C -1.69199 -2.28222 6.18395 -0.60 -1.65 1.79 0.775
C -0.68107 -2.25322 5.11531 1.44 -1.35 -0.24 -1.511
N -2.69775 -1.36466 5.91115 -1.79 2.62 -0.48 -0.684
H -0.72238 -5.00680 9.20884 0.49 0.08 -0.71 0.276
H -2.14153 -4.53745 8.21949 0.20 -0.06 -0.48 0.292
H -1.73573 -3.74843 9.70046 -0.16 0.42 0.14 0.298
H -2.09649 -1.92521 8.36739 -0.34 0.09 -0.35 0.412
H -0.63278 -1.18176 7.71296 0.18 0.06 0.11 0.306
H -2.25026 -3.20127 6.00567 0.50 -0.94 0.95 0.138
H -1.12665 -2.68602 4.21962 -0.32 0.68 -0.37 0.436
H 0.03359 -3.05207 5.31331 0.88 0.49 0.22 0.389
H -0.27141 -1.25684 4.94948 0.32 -0.18 -0.10 0.277
H -2.28851 -0.45632 6.07712 -0.27 0.77 0.10 0.155
H -2.78179 -1.38655 4.90489 -0.66 0.25 -0.31 0.280
C -3.80431 1.40825 -3.62452 0.77 0.62 -0.85 -0.790
O -2.63324 1.39542 -4.45636 -0.14 -1.61 -1.78 -0.286
C -2.67900 0.46401 -5.63147 -0.56 0.39 0.70 -0.690
C -3.87573 0.72649 -6.59730 0.86 -1.88 0.02 0.501
C -3.91858 -0.26065 -7.82946 0.43 0.51 1.19 -1.406
N -3.86309 2.03474 -7.07503 0.34 2.63 -0.66 -0.698
H -4.35646 0.46850 -3.63418 0.23 -0.19 0.36 0.314
H -4.47126 2.18549 -3.99757 -0.30 0.07 0.09 0.284
H -3.40960 1.73243 -2.66160 -0.45 -0.40 0.22 0.229
H -1.72104 0.56791 -6.14100 -0.02 0.50 -0.05 0.343
H -2.68763 -0.58271 -5.32749 -0.24 -0.11 0.63 0.287
H -4.79258 0.69137 -6.00887 -0.17 -0.79 0.03 0.269
H -3.71988 -1.28195 -7.50453 -0.66 -0.18 -0.01 0.338
H -3.12091 -0.08590 -8.55147 0.26 0.53 0.16 0.351
H -4.84134 -0.10038 -8.38706 -0.11 -0.40 0.27 0.370
H -3.67035 2.62643 -6.27951 -0.37 0.49 0.30 0.281
H -3.03526 2.21729 -7.62411 0.18 -0.20 -0.56 0.290
C 1.50143 -3.88084 -4.00142 -0.10 -0.47 -0.21 -0.904
O 1.81006 -2.49496 -4.02133 0.16 0.22 -0.61 -0.134
C 2.70719 -2.05157 -5.06675 0.35 -0.70 0.38 -0.960
C 4.23647 -2.36841 -4.86813 -1.66 0.94 1.12 0.484
C 4.77122 -1.53074 -3.69840 -0.32 -0.32 -0.28 -1.102
N 4.92029 -1.98721 -6.05861 0.54 -0.19 -0.98 -0.738
H 1.18048 -4.31772 -4.94706 0.43 0.42 -0.70 0.356
H 0.61549 -4.11066 -3.40949 0.13 0.72 0.60 0.259
H 2.31403 -4.49933 -3.62030 0.21 0.10 0.06 0.322
H 2.39817 -2.38776 -6.05649 -0.23 -0.80 -0.04 0.414
H 2.62406 -0.97413 -5.20924 -0.18 0.28 0.76 0.332
H 4.36878 -3.42110 -4.61824 0.06 -0.12 -0.32 0.308
H 5.70194 -1.96555 -3.33398 -0.12 0.15 0.26 0.308
H 3.98897 -1.46855 -2.94188 0.29 -0.22 0.35 0.201
H 4.96634 -0.50626 -4.01536 0.06 0.05 -0.16 0.306
H 4.76614 -1.00280 -6.22374 0.20 0.35 0.12 0.286
H 4.48751 -2.42656 -6.85847 0.12 -0.35 -0.26 0.262
C -4.99563 -3.93794 -3.54528 0.38 -0.53 0.48 -0.841
O -5.00798 -3.06719 -2.42573 -0.15 -0.63 0.27 -0.214
C -4.59863 -3.73108 -1.20697 -0.85 0.16 -0.41 -0.813
C -4.59738 -2.67512 -0.12906 -0.25 1.34 0.74 0.261
C -5.91492 -1.86353 0.05728 -0.31 -1.50 -0.02 -1.407
N -3.48593 -1.76893 -0.40600 0.21 0.32 0.20 -0.477
H -3.96491 -4.21750 -3.76336 0.21 -0.05 -0.22 0.309
H -5.44728 -3.52653 -4.44798 -0.02 0.52 0.37 0.243
H -5.52372 -4.86239 -3.31159 -0.20 -0.14 0.03 0.322
H -5.21288 -4.58874 -0.93270 -0.70 -0.02 -0.32 0.435
H -3.60480 -4.16713 -1.30825 0.39 0.19 -0.18 0.440
H -4.34485 -3.07934 0.85121 -0.17 -0.59 -0.05 0.404
H -5.93332 -1.19973 0.92165 0.78 0.61 -0.53 0.380
H -6.72055 -2.52039 0.38530 -0.06 -0.65 -0.30 0.372
H -6.27303 -1.46714 -0.89284 0.26 0.54 0.23 0.268
H -3.62558 -1.37424 -1.32514 -0.03 0.21 -0.23 0.165
H -2.70016 -2.39565 -0.50537 0.63 0.29 -0.02 0.174
C -1.40647 3.86704 7.59862 0.56 -0.49 -0.14 -0.795
O -1.65441 2.89128 6.59772 -1.17 -0.10 -0.82 -0.267
C -1.79678 3.35961 5.21616 0.12 -0.09 2.22 -0.992
C -3.00550 4.26208 4.91679 1.58 1.17 -0.06 0.707
C -4.38785 3.75076 5.20040 -0.30 -1.02 -0.25 -1.296
N -2.83188 4.59161 3.49229 -0.56 0.02 -0.06 -0.800
H -2.14544 4.63661 7.82178 -0.55 -0.05 -0.65 0.291
H -0.46595 4.37002 7.37386 0.22 0.18 0.12 0.334
H -1.31298 3.30258 8.52639 0.24 -0.02 -0.05 0.230
H -0.82761 3.81791 5.01929 -0.14 0.73 -0.42 0.417
H -1.82304 2.50690 4.53770 -0.22 -0.47 0.43 0.372
H -2.90233 5.22479 5.41742 0.30 -0.03 0.34 0.332
H -4.74131 3.37695 4.23944 -0.49 -0.08 0.11 0.361
H -5.08159 4.49749 5.58668 0.17 0.16 -0.26 0.241
H -4.41828 2.91725 5.90213 0.24 -0.03 0.08 0.328
H -2.71038 3.70257 3.02867 -0.10 -0.15 -0.56 0.264
H -1.94924 5.06820 3.37429 0.11 0.20 -0.06 0.274
C 7.26650 0.97870 2.61999 -0.64 -0.34 -0.75 -0.737
O 6.82282 -0.37196 2.72720 0.70 -0.99 1.82 -0.261
C 7.16512 -1.03259 4.00909 -0.42 1.41 -0.44 -0.729
C 6.79073 -2.47896 4.11032 -1.14 -2.43 -1.53 0.770
C 5.35467 -2.88405 4.41550 -0.14 0.90 0.66 -1.544
N 7.74397 -3.20090 4.95792 0.14 1.32 0.54 -0.799
H 6.86205 1.65244 3.37537 -0.14 -0.15 0.25 0.301
H 6.86446 1.26132 1.64705 -0.02 0.34 0.07 0.236
H 8.34173 1.14286 2.54909 0.28 -0.50 0.29 0.301
H 8.22772 -0.92590 4.22723 0.29 0.06 -0.35 0.337
H 6.67082 -0.52366 4.83660 -0.22 0.42 0.02 0.311
H 6.91272 -3.02679 3.17593 0.14 1.04 -1.09 0.225
H 4.67135 -2.27321 3.82555 -0.10 -0.17 -0.13 0.299
H 5.09904 -2.73474 5.46453 0.02 0.06 0.15 0.366
H 5.20838 -3.94065 4.19121 -0.04 0.06 -0.09 0.374
H 7.63027 -4.18895 4.78208 0.19 -0.11 0.00 0.286
H 8.56215 -2.85915 4.47431 1.08 -0.91 0.58 0.263
C 3.65594 3.46390 -3.03429 0.61 -0.19 0.35 -0.685
O 3.13758 3.99981 -4.22540 -1.62 0.52 1.21 -0.339
C 1.75135 4.36506 -4.00444 0.57 0.51 -2.61 -0.716
C 1.21393 4.99950 -5.34942 1.10 0.61 1.12 0.373
C 1.57284 6.52499 -5.40362 0.16 -1.43 0.01 -1.325
N -0.18742 4.81015 -5.40476 -2.08 0.03 0.48 -0.583
H 4.74007 3.43571 -3.14368 -0.05 -0.20 0.09 0.278
H 3.26194 2.47981 -2.78045 0.00 -0.48 -0.49 0.224
H 3.41272 4.01954 -2.12864 0.02 0.73 -0.10 0.327
H 1.13420 3.49573 -3.77751 0.21 -0.38 0.10 0.418
H 1.57581 5.11684 -3.23496 0.51 0.01 0.43 0.277
H 1.58620 4.43403 -6.20366 0.82 0.22 0.11 0.259
H 1.41057 6.94299 -6.39712 0.30 -0.04 0.02 0.355
H 2.60253 6.59324 -5.05264 0.14 0.36 -0.44 0.318
H 0.96907 7.10647 -4.70687 -0.21 -0.20 0.16 0.385
H -0.41699 4.07431 -4.75211 -0.42 -0.55 -0.29 0.135
H -0.67624 5.59286 -4.99425 -0.10 0.40 -0.15 0.309
O -0.58433 0.73574 1.12666 0.04 0.94 -0.44 -0.443
C 0.47529 0.78707 0.17355 0.02 -0.92 0.86 -0.198
C 1.16842 -0.55240 0.27498 1.35 0.66 -1.66 -0.373
O 0.44933 -1.55395 -0.41400 -0.67 -0.63 0.48 -0.473
H -1.11805 0.02237 0.76911 -0.60 -0.22 0.26 0.239
H 0.09902 0.91436 -0.84150 -0.12 0.06 -0.19 0.133
H 1.20085 1.58172 0.34731 -0.33 0.21 0.54 0.362
H 1.40699 -0.84667 1.29704 -0.40 -0.04 -0.06 0.276
H 2.10317 -0.42556 -0.27114 0.60 -0.10 0.21 0.176
H 0.63727 -1.46086 -1.35081 0.02 -0.04 -0.10 0.277
```
Positions in Å, forces in eV/Å.

relative energy (zero: lowest compared OMol25 entry of this formula, charge and spin) = 460.6 kJ/mol
HOMO energy = -0.3337 Ha
SMILES = COC[C@H](C)N.COC[C@H](C)N.COC[C@H](C)N.COC[C@H](C)N.COC[C@H](C)N.COC[C@H](C)N.COC[C@H](C)N.OCCO
DFT total energy = -2252.956695 Ha
LUMO energy = 0.294 eV
orbital gap = 9.37 eV